{"formula": "C5H10N2O2", "method": "ωB97M-V with the def2-TZVPD basis set", "elements": ["C", "C", "C", "C", "N", "C", "N", "O", "O", "H", "H", "H", "H", "H", "H", "H", "H", "H", "H"], "xyz": [[0.8468, 1.3157, 0.4025], [0.6706, -0.8702, 0.2541], [-0.3428, 2.0456, 0.9626], [0.0063, -1.7677, 1.2426], [0.1321, -0.7900, -0.9988], [0.4162, 0.3693, -1.7705], [-1.0145, -1.5513, -1.3663], [0.8403, 1.4109, -1.0496], [0.2327, 0.4102, -2.9552], [1.8021, 1.7377, 0.7164], [1.5536, -0.1566, 0.4876], [-0.8640, -1.8563, -2.3235], [-1.8344, -0.9462, -1.3679], [-0.4240, 3.0563, 0.5473], [-1.2766, 1.5221, 0.7371], [-0.2496, 2.1274, 2.0463], [0.5260, -1.7368, 2.1981], [0.0314, -2.7867, 0.8501], [-1.0521, -1.5334, 1.3871]], "forces_ev_per_a": [[-1.7, 0.4, -0.4], [1.8, 2.1, 1.2], [0.1, 0.1, -0.1], [0.0, 0.5, 0.2], [0.0, 0.5, -1.3], [-0.3, -0.6, 0.0], [0.3, 0.3, 0.3], [0.2, -0.1, 0.4], [0.0, 0.2, 0.2], [0.1, -0.3, 0.1], [-0.7, -3.1, -0.7], [0.0, 0.1, 0.1], [0.1, 0.0, 0.0], [0.0, 0.0, 0.0], [0.0, 0.0, 0.0], [0.0, 0.0, 0.0], [0.0, 0.0, 0.0], [0.1, 0.1, 0.0], [0.0, 0.0, 0.1]], "max_force_ev_per_a": 3.22, "relative_energy_kj_mol": 493.8, "spin_multiplicity": 1, "homo_ev": -7.26, "orbital_gap_ev": 8.042, "lumo_energy_ev": 0.7848}